one:
A single C4H9NO2S molecule. Source: the Open Molecules 2025 dataset; level of theory: the ωB97M-V functional and the def2-TZVPD basis.

Calculated values
SMILES = O=C(CCS)NCO
Frontier orbital gap = 9.66 eV
HOMO level = -8.9607 eV
Total charge = 0

```
17
Properties=species:S:1:pos:R:3:mulliken_charge:R:1
O -1.262 1.012 -1.293 -0.61
C -1.031 0.437 -0.256 0.54
N -2.065 -0.096 0.479 -0.20
C -1.850 -1.065 1.518 -0.30
O -1.362 -0.454 2.726 -0.55
C 0.441 0.044 0.173 -0.72
C 1.404 0.853 -0.703 -0.60
S 2.676 -0.308 -1.452 -0.27
H -2.986 0.144 0.162 0.24
H -1.059 -1.767 1.274 0.26
H -2.764 -1.597 1.775 0.32
H -1.531 0.469 2.718 0.32
H 0.513 -0.974 -0.203 0.34
H 0.452 0.263 1.233 0.42
H 0.860 1.113 -1.607 0.22
H 1.890 1.709 -0.271 0.47
H 3.783 0.342 -1.074 0.12
```

***

two:
A single C4H9NO2S molecule. Source: the Open Molecules 2025 dataset; level of theory: the ωB97M-V functional and the def2-TZVPD basis.

Calculated values
SMILES = O=CN[C@H](CO)CS
Frontier orbital gap = 9.57 eV
HOMO level = -8.8845 eV
Total charge = 0

```
17
Properties=species:S:1:pos:R:3:mulliken_charge:R:1
O 0.524 -1.810 2.053 -0.53
C 1.502 -1.345 1.507 -0.05
N 1.393 -0.469 0.410 -0.20
C 0.010 0.016 0.162 0.21
C -0.067 1.579 0.151 -0.93
S -1.685 2.275 0.070 -0.21
C -0.371 -0.601 -1.190 -0.60
O -1.827 -0.482 -1.261 -0.49
H 2.550 -1.629 1.706 0.35
H 2.222 -0.153 -0.147 0.24
H -0.573 -0.366 0.972 0.51
H 0.237 2.006 1.111 0.32
H 0.566 1.958 -0.634 0.41
H -2.178 1.656 -0.994 0.11
H -0.046 -1.695 -1.362 0.30
H -0.156 0.292 -1.925 0.26
H -2.100 -1.231 -0.627 0.31
```

***

three:
A molecular structure, C4H9NO2S. Source: the Open Molecules 2025 dataset; level of theory: the ωB97M-V functional and the def2-TZVPD basis.

Calculated values
Frontier orbital gap = 10.43 eV
HOMO level = -9.8323 eV
Total charge = 0

```
17
Properties=species:S:1:pos:R:3:mulliken_charge:R:1
C -2.825 0.813 -0.240 -0.90
C -0.844 -0.973 0.340 0.46
C 0.991 0.403 0.879 -0.46
C 2.195 0.205 -0.211 -0.48
H -3.726 0.887 -0.900 0.33
H -2.849 1.252 0.662 0.37
H -2.211 1.524 -0.836 0.29
H 1.140 -0.299 1.725 0.32
H 0.771 1.445 1.234 0.32
H 2.274 1.092 -0.825 0.28
H 3.192 0.003 0.291 0.35
H 2.128 -1.661 -0.413 0.33
H 0.750 -1.045 -1.192 0.35
N 2.037 -0.934 -1.134 -0.67
O -0.189 -1.978 0.694 -0.54
O -0.319 0.238 0.164 -0.28
S -2.516 -0.973 -0.238 -0.06
```

***

four:
A single C4H9NO2S molecule. Source: the Open Molecules 2025 dataset; level of theory: the ωB97M-V functional and the def2-TZVPD basis.

Calculated values
SMILES = O=C[C@H](CS)NCO
Frontier orbital gap = 9.69 eV
HOMO level = -9.0454 eV
Total charge = 0

```
17
Properties=species:S:1:pos:R:3:mulliken_charge:R:1
O -1.058 2.127 -0.393 -0.44
C -0.508 1.153 -0.812 -0.01
C -0.071 -0.125 0.070 -0.12
C -0.287 -1.539 -0.523 -0.67
S 0.762 -1.963 -1.972 -0.21
N -0.710 -0.092 1.336 -0.37
C -0.113 0.835 2.394 -0.18
O 0.985 1.550 1.811 -0.54
H -0.200 1.172 -1.903 0.20
H 1.033 0.021 0.288 0.47
H 0.034 -2.321 0.315 0.33
H -1.340 -1.674 -0.679 0.38
H 1.096 -0.722 -2.404 0.09
H -1.768 0.060 1.331 0.29
H -0.882 1.638 2.779 0.26
H 0.555 0.252 3.102 0.23
H 0.703 2.272 1.259 0.29
```

***

Result of the stability comparison: one is the most stable of them.

***

one:
A single C18H22ClN5O4S molecule. Source: the Open Molecules 2025 dataset; level of theory: the ωB97M-V functional and the def2-TZVPD basis.

Calculated values
SMILES = C[C@@H]1CN(C(=O)c2cc(Cl)c3ccncc3n2)C[C@@H]1NC(=O)[C@@H](C)NS(C)(=O)=O
Frontier orbital gap = 8.85 eV
HOMO level = -9.3693 eV
Total charge = 0

```
51
Properties=species:S:1:pos:R:3:mulliken_charge:R:1
C -2.490 -2.410 -3.527 -1.53
C -1.988 -1.182 -2.794 0.64
N -2.113 -1.314 -1.339 -0.32
S -3.448 -0.842 -0.526 1.13
C -4.357 -2.329 -0.255 -0.97
O -2.989 -0.382 0.754 -0.59
O -4.233 -0.007 -1.386 -0.68
C -0.527 -0.879 -3.143 0.10
O 0.067 -1.490 -4.007 -0.67
N 0.044 0.107 -2.402 0.10
C 1.404 0.560 -2.670 -0.45
C 1.548 1.971 -2.123 -1.25
N 1.639 1.746 -0.678 0.12
C 0.572 2.096 0.092 0.45
O -0.435 2.627 -0.354 -0.65
C 0.638 1.770 1.565 0.48
C -0.599 1.667 2.246 -0.71
C -0.578 1.422 3.582 0.57
Cl -2.055 1.266 4.460 -0.24
C 0.662 1.300 4.259 0.59
C 0.830 1.057 5.639 -0.79
C 2.094 0.967 6.141 -0.41
N 3.222 1.098 5.395 -0.63
C 3.080 1.324 4.122 -0.22
C 1.821 1.438 3.474 0.09
N 1.804 1.663 2.137 -0.48
C 2.420 0.512 -0.457 -1.04
C 2.465 -0.186 -1.838 0.57
C 2.313 -1.694 -1.750 -1.76
H -2.349 -2.292 -4.599 0.38
H -1.946 -3.297 -3.205 0.30
H -3.554 -2.549 -3.330 0.40
H -2.570 -0.310 -3.110 0.29
H -1.279 -1.219 -0.779 0.35
H -5.253 -2.053 0.297 0.37
H -4.620 -2.761 -1.217 0.31
H -3.740 -3.009 0.326 0.32
H -0.552 0.715 -1.856 0.26
H 1.598 0.479 -3.738 0.64
H 2.479 2.417 -2.477 0.48
H 0.719 2.633 -2.352 0.48
H -1.523 1.773 1.698 0.55
H -0.031 0.946 6.282 0.40
H 2.253 0.781 7.196 0.39
H 3.974 1.433 3.516 0.44
H 3.414 0.748 -0.082 0.14
H 1.927 -0.113 0.284 0.47
H 3.426 0.042 -2.308 0.43
H 1.365 -1.963 -1.279 0.27
H 2.337 -2.151 -2.738 0.42
H 3.114 -2.123 -1.147 0.46
```

***

two:
A single C18H22ClN5O4S molecule. Source: the Open Molecules 2025 dataset; level of theory: the ωB97M-V functional and the def2-TZVPD basis.

Calculated values
SMILES = C[C@@H]1CN(C(=O)c2cc(Cl)c3ccncc3n2)C[C@@H]1NC(=O)[C@@H](C)NS(C)(=O)=O
Frontier orbital gap = 8.92 eV
HOMO level = -9.2023 eV
Total charge = 0

```
51
Properties=species:S:1:pos:R:3:mulliken_charge:R:1
C -4.364 0.750 -2.882 -1.49
C -3.051 0.305 -2.264 0.30
N -2.109 1.448 -2.392 -0.36
S -0.645 1.457 -1.627 1.29
C 0.179 2.717 -2.545 -1.31
O -0.827 1.911 -0.282 -0.70
O 0.055 0.209 -1.827 -0.66
C -3.311 -0.158 -0.811 0.38
O -4.354 0.104 -0.243 -0.67
N -2.350 -0.945 -0.286 0.14
C -2.448 -1.578 1.020 -0.56
C -1.437 -2.717 1.047 -1.22
N -0.176 -2.001 1.250 0.07
C 0.899 -2.375 0.526 0.18
O 0.910 -3.382 -0.172 -0.72
C 2.138 -1.505 0.544 0.81
C 2.981 -1.619 -0.591 -0.55
C 4.112 -0.870 -0.637 0.44
Cl 5.158 -0.961 -2.011 -0.24
C 4.440 -0.010 0.444 0.64
C 5.582 0.815 0.530 -0.76
C 5.754 1.586 1.641 -0.42
N 4.888 1.614 2.688 -0.63
C 3.831 0.854 2.620 -0.25
C 3.534 0.007 1.519 0.02
N 2.394 -0.730 1.560 -0.39
C -0.413 -0.722 1.949 -0.79
C -1.931 -0.704 2.172 0.53
C -2.505 0.695 2.292 -1.52
H -5.080 -0.069 -2.872 0.38
H -4.782 1.576 -2.311 0.30
H -4.209 1.065 -3.916 0.44
H -2.651 -0.560 -2.805 0.25
H -1.958 1.645 -3.375 0.34
H 1.144 2.840 -2.057 0.44
H 0.318 2.391 -3.573 0.40
H -0.403 3.632 -2.477 0.37
H -1.502 -1.096 -0.815 0.27
H -3.472 -1.912 1.183 0.59
H -1.645 -3.399 1.875 0.44
H -1.394 -3.290 0.124 0.39
H 2.709 -2.292 -1.389 0.57
H 6.305 0.831 -0.273 0.41
H 6.621 2.228 1.735 0.39
H 3.135 0.872 3.453 0.43
H 0.147 -0.667 2.879 0.40
H -0.116 0.115 1.317 0.18
H -2.158 -1.261 3.088 0.42
H -2.289 1.287 1.403 0.20
H -3.586 0.662 2.425 0.39
H -2.066 1.208 3.150 0.45
```

***

Result of the stability comparison: one is the most stable of them.

***

one:
A molecular structure, C6H8N2. Source: the Open Molecules 2025 dataset; level of theory: the ωB97M-V functional and the def2-TZVPD basis.

Calculated values
Frontier orbital gap = 9.79 eV
HOMO level = -8.9409 eV
Total charge = 0

```
16
Properties=species:S:1:pos:R:3:mulliken_charge:R:1
C -0.887 1.647 0.583 -1.02
C -1.271 0.237 0.192 0.75
C 0.084 -1.738 -0.267 -0.51
C 0.929 -0.864 0.582 -0.10
C 1.787 0.136 0.017 -0.48
C 2.416 0.975 -0.640 -0.01
H -0.479 1.681 1.705 0.26
H -0.017 2.211 -0.331 0.17
H -1.697 2.286 0.090 0.39
H -1.937 -0.680 -1.237 0.25
H 0.233 -1.555 -1.429 0.30
H 0.041 -2.803 -0.117 0.23
H 1.062 -1.377 1.608 0.31
H 3.073 2.024 -0.807 0.31
N -2.129 0.217 -0.807 -0.72
N -0.533 -0.808 0.482 -0.11
```

***

two:
A molecular structure, C6H8N2. Source: the Open Molecules 2025 dataset; level of theory: the ωB97M-V functional and the def2-TZVPD basis.

Calculated values
Frontier orbital gap = 9.44 eV
HOMO level = -8.6135 eV
Total charge = 0

```
16
Properties=species:S:1:pos:R:3:mulliken_charge:R:1
C 2.145 0.488 -0.299 -1.10
C 0.754 0.057 0.330 0.31
C 0.463 -1.393 0.034 -0.50
C -1.026 -0.860 0.063 0.02
C -2.651 0.260 -0.107 -0.41
C -1.688 1.361 -0.017 -0.34
H 2.085 0.740 -1.429 0.30
H 2.507 1.542 0.041 0.30
H 2.895 -0.409 -0.105 0.27
H 1.000 0.027 1.510 0.17
H 0.841 -1.930 0.920 0.33
H 0.597 -1.883 -1.047 0.25
H -3.700 0.263 -0.195 0.51
H -1.446 2.362 0.365 0.34
N -2.224 -1.054 -0.173 -0.62
N -0.552 0.429 0.109 0.16
```

***

Result of the stability comparison: two is the most stable of them.